Density functional theory data (the ωB97M-V functional and the def2-TZVPD basis) for 2 unconnected molecules or ions with the total composition CH6OS2.

Output
Spin multiplicity: 1
Structure (SMILES): CO.SS
Calculated total energy in eV: -24850.7164
Net charge: 0
Relative energy (zero: lowest compared OMol25 entry of this formula, charge and spin) in kcal/mol: 34.8
Gap between HOMO and LUMO in eV: 9.882
LUMO energy in eV: 0.28

Last column: Löwdin charge in e.
Geometry (Å):
S -1.21556 2.18817 0.80354  0.1838
S -1.08216 0.60004 -0.54542  0.1927
O 2.61455 -2.08969 -0.10549  -0.0937
C 1.54821 -2.99962 -0.28794  -0.1634
H 1.89796 -4.01920 -0.27876  0.0626
H 1.50408 -3.04753 -1.39961  0.0765
H -0.67773 1.53680 1.94401  -0.1592
H 3.27309 -2.31143 -0.67857  0.0198
H 0.03858 0.76859 -1.25184  -0.2140
H 0.52195 -2.82336 0.10633  0.0948



Density functional theory data (the ωB97M-V functional and the def2-TZVPD basis) for 2 unconnected molecules or ions with the total composition CH6OS2.

Output
Spin multiplicity: 2
Calculated total energy in eV: -24842.9315
Net charge: +1
Relative energy (zero: lowest compared OMol25 entry of this formula, charge and spin) in kcal/mol: 21.6
Gap between HOMO and LUMO (alpha / beta) in eV: 7.569 / 3.975
LUMO energy (alpha / beta) in eV: -5.45 / -9.05

Last column: Löwdin charge in e.
Geometry (Å):
S 0.32559 3.22475 -0.23515  0.5958
S -0.57335 1.38850 -0.03046  0.7079
O 0.18412 -8.34060 -0.74988  -0.0620
C 0.41651 0.92103 1.45114  -0.3622
H 0.80269 -0.07939 1.19201  0.0723
H 1.26290 1.52368 1.67567  0.0299
H 0.60794 -8.66088 0.05665  0.0369
H -0.29358 0.84275 2.27763  0.0613
H 0.90474 2.88626 -1.40865  -0.1051
H 0.31857 -7.39544 -0.85441  0.0252



Density functional theory data (the ωB97M-V functional and the def2-TZVPD basis) for a single CH6OSi2 molecule.

Output
Spin multiplicity: 1
Structure (SMILES): [SiH3][Si@H]1CO1
Calculated total energy in eV: -18934.4092
Net charge: 0
Relative energy (zero: lowest compared OMol25 entry of this formula, charge and spin) in kcal/mol: 66.4
Gap between HOMO and LUMO in eV: 9.151
LUMO energy in eV: 0.29

Last column: Löwdin charge in e.
Geometry (Å):
Si 0.27409 0.71224 0.28284  0.4564
Si -1.84350 0.14674 -0.21604  0.4902
O 1.43203 0.28364 -0.83131  -0.4020
C 1.65817 -0.71052 0.17717  -0.2780
H -2.63630 -0.38319 0.84005  -0.1396
H 0.78193 1.97340 0.83016  -0.0537
H -2.54640 1.39970 -0.65496  -0.1010
H 1.73908 -1.83351 -0.21725  0.1000
H -1.39683 -1.04833 -0.96621  -0.0858
H 2.53774 -0.54017 0.75553  0.0135



Density functional theory data (the ωB97M-V functional and the def2-TZVPD basis) for a single CH6P2S molecule.

Output
Spin multiplicity: 1
Structure (SMILES): PCPS
Calculated total energy in eV: -30544.9971
Net charge: 0
Relative energy (zero: lowest compared OMol25 entry of this formula, charge and spin) in kcal/mol: 32.3
Gap between HOMO and LUMO in eV: 8.891
LUMO energy in eV: -0.20

Last column: Löwdin charge in e.
Geometry (Å):
S -0.36436 0.70593 2.18709  0.1976
P 1.46839 0.14815 0.87707  0.5772
P -1.14032 0.26116 -1.08402  0.6545
C 0.62931 -0.27394 -0.77871  -0.8363
H 1.47152 1.52718 0.76803  -0.1463
H -1.78277 -0.86237 -0.34399  -0.0846
H -0.84462 0.20708 3.33970  -0.2426
H -1.11964 -0.58032 -2.21146  -0.1278
H 0.44421 -1.26048 -1.11486  -0.0302
H 1.23828 0.12762 -1.63884  0.0386



Density functional theory data (the ωB97M-V functional and the def2-TZVPD basis) for a single CH6P2S molecule.

Output
Spin multiplicity: 1
Structure (SMILES): PC[PH2]=S
Calculated total energy in eV: -30545.3759
Net charge: 0
Relative energy (zero: lowest compared OMol25 entry of this formula, charge and spin) in kcal/mol: 23.6
Gap between HOMO and LUMO in eV: 9.279
LUMO energy in eV: 0.30

Last column: Löwdin charge in e.
Geometry (Å):
S 3.03917 -0.25421 0.36662  0.0555
P -1.64923 0.14166 0.61707  0.6918
P 1.22387 0.39920 0.05809  0.1353
C -0.14682 -0.78205 0.11690  -0.7928
H 0.95141 0.86711 -1.52629  0.0498
H -1.84291 1.31691 -0.30456  -0.0777
H -2.31794 -0.56236 -0.38498  -0.1264
H -0.25953 -1.33716 -0.80049  0.0363
H 0.23621 -1.38178 0.94728  0.0247
H 0.76578 1.59268 0.91036  0.0034



Density functional theory data (the ωB97M-V functional and the def2-TZVPD basis) for a single CH6P2S molecule.

Output
Spin multiplicity: 1
Structure (SMILES): PC[PH2]=S
Calculated total energy in eV: -30545.8899
Net charge: 0
Relative energy (zero: lowest compared OMol25 entry of this formula, charge and spin) in kcal/mol: 11.7
Gap between HOMO and LUMO in eV: 9.365
LUMO energy in eV: 0.53

Last column: Löwdin charge in e.
Geometry (Å):
S 2.91337 -0.29076 0.17756  0.0653
P -2.08089 -0.45431 0.00739  0.7284
P 1.11772 0.44154 -0.09704  0.2111
C -0.24790 -0.78676 0.05511  -0.7951
H 0.05476 -1.62937 -0.48258  -0.0110
H -1.76753 0.75825 0.81071  -0.1019
H 0.23850 -1.00260 1.09247  0.0489
H 0.97168 1.24260 -1.22434  -0.0435
H 0.74692 1.32867 0.93892  -0.0292
H -1.94663 0.39274 -1.27820  -0.0729



Density functional theory data (the ωB97M-V functional and the def2-TZVPD basis) for 2 unconnected molecules or ions with the total composition CH6S.

Output
Spin multiplicity: 1
Structure (SMILES): C.S
Calculated total energy in eV: -11968.4885
Net charge: 0
Relative energy (zero: lowest compared OMol25 entry of this formula, charge and spin) in kcal/mol: 20.0
Gap between HOMO and LUMO in eV: 10.470
LUMO energy in eV: 0.66

Last column: Löwdin charge in e.
Geometry (Å):
S -0.92827 -1.30183 -2.31798  0.4372
C 0.45481 0.98266 1.35158  -0.0453
H -0.21385 -1.71319 -3.36287  -0.2284
H 1.23612 0.23914 1.48567  0.0161
H -0.12197 1.03534 2.26224  0.0080
H -0.24684 0.67021 0.60118  -0.0100
H -1.03347 -1.88874 -1.10206  -0.2059
H 0.85347 1.97641 1.08224  0.0284



Density functional theory data (the ωB97M-V functional and the def2-TZVPD basis) for 2 unconnected molecules or ions with the total composition CH6S3.

Output
Spin multiplicity: 1
Structure (SMILES): CS.SS
Calculated total energy in eV: -33639.4017
Net charge: 0
Relative energy (zero: lowest compared OMol25 entry of this formula, charge and spin) in kcal/mol: 11.4
Gap between HOMO and LUMO in eV: 9.268
LUMO energy in eV: 0.20

Last column: Löwdin charge in e.
Geometry (Å):
S 1.41145 2.25825 -0.22588  0.2195
S -1.30551 -1.48634 -0.85469  0.5970
S -0.55036 2.82588 -0.69431  0.1890
C -0.10798 -1.97076 0.47027  -0.4705
H 0.51685 -2.81950 0.13857  0.0277
H 1.01221 1.33640 0.65614  -0.2401
H 0.64494 -1.13949 0.64197  0.0281
H -0.51624 4.02840 0.04024  -0.1678
H -0.77605 -2.21207 1.27702  0.0017
H -0.32931 -0.82078 -1.44933  -0.1845



Density functional theory data (the ωB97M-V functional and the def2-TZVPD basis) for a molecular structure, CH71O35Pd.

Output
Spin multiplicity: 3
Calculated total energy in eV: -77326.4668
Net charge: +1
Gap between HOMO and LUMO (alpha / beta) in eV: 7.711 / 7.161
LUMO energy (alpha / beta) in eV: -3.10 / -3.63

Last column: Löwdin charge in e.
Geometry (Å):
Pd -0.43727 -0.10094 -3.54469  1.1031
O 4.94289 0.46683 -2.30790  -0.0319
O -1.33379 -2.77917 3.01409  -0.0261
O 3.16007 1.21774 2.23504  -0.0371
O -3.51795 3.46106 -2.04552  -0.0284
O 0.21413 -0.52018 4.41098  -0.0230
O 2.22589 -1.76880 2.44962  -0.0445
O -3.90559 1.35700 0.65759  -0.0298
O -2.52998 -0.83409 -3.18695  -0.0561
O 2.83930 -1.04861 -2.48624  -0.0544
O -2.83094 -2.75989 -0.63720  -0.0254
O 0.13670 2.05989 4.66062  -0.0576
O -1.38978 5.23305 -2.51502  -0.0652
O 0.31799 -3.90528 0.80620  -0.0598
O -0.63910 -0.26184 -5.81416  -0.0530
O 1.98172 -4.36191 -1.24581  -0.0235
O -0.62691 -6.55231 0.66134  -0.0570
O -1.18771 -4.30089 -2.87111  -0.0146
O 4.57190 3.47837 0.47761  -0.0373
O 0.20486 0.27426 -1.33583  -0.3947
O 1.51419 0.69486 -4.18254  -0.0698
O -1.25113 1.87660 -3.71693  -0.0676
O -5.15968 -1.05459 -0.12650  -0.0272
O 4.41950 -0.61951 0.63361  -0.0272
O -2.77641 1.50774 4.03664  -0.0372
O 1.30403 -3.59896 4.55684  -0.0338
O -2.12958 5.19641 1.11461  -0.0560
O -2.89903 -1.09774 5.13348  -0.0340
O -0.21931 3.45850 -0.53314  -0.0190
O 2.62408 2.14726 -1.72055  -0.0293
O 1.39811 3.22899 2.20211  -0.0362
O -5.26317 0.18916 -2.62886  -0.0447
O -3.79719 3.41437 2.39928  -0.0655
O 2.59221 4.28787 -3.24350  -0.0549
O 0.23258 -2.13708 -3.60166  -0.0804
O 4.04365 -0.82046 4.15480  -0.0186
C 0.15996 -0.09812 -0.02448  -0.2679
H 3.55822 -0.43900 -2.31959  -0.0415
H -2.60330 4.47752 1.53297  -0.0315
H -1.05802 2.64005 -4.26106  0.0864
H -4.46765 -1.65632 -0.40080  0.0158
H -2.68732 -1.31843 -2.37646  0.0324
H 2.83045 -1.56870 3.16424  -0.0146
H 1.17290 -2.31485 -3.62223  0.0502
H -1.68837 2.23637 -2.94516  0.0416
H 0.13862 -1.07138 5.18990  0.0654
H -2.84077 -3.02965 0.28115  0.0544
H -0.16020 -2.95707 -3.30238  0.0038
H -3.38118 -0.45779 -3.41074  0.0404
H 0.14161 1.10356 4.62025  -0.0484
H 5.39778 3.75979 0.87124  0.0364
H 2.05541 2.54536 2.07238  -0.0352
H 4.33139 -0.33416 4.92743  0.0889
H -1.38899 -0.57962 -6.31705  0.0816
H -4.15925 3.24244 -2.72167  0.0567
H 3.27888 0.71767 3.04253  0.0305
H -3.07988 0.69204 4.43511  0.0049
H -4.02745 2.91042 1.61874  -0.0143
H -0.47685 -6.91621 1.53386  0.0351
H 1.52513 -3.38874 3.64957  -0.0082
H 0.73343 2.33258 3.96364  -0.0033
H -0.33598 -5.64279 0.72735  -0.0362
H -2.18534 -3.33414 -1.04911  0.0212
H -4.03749 3.57414 -1.24959  0.0571
H 2.22972 -0.90440 -1.76247  0.0216
H -1.93577 -3.50587 2.85361  0.0560
H 4.85508 -1.07359 3.71463  0.0711
H -3.04890 -1.48226 5.99715  0.0556
H 1.03384 0.22252 0.54265  0.0679
H -5.15579 -0.03706 -1.70500  -0.0118
H 1.89582 1.69711 -1.29250  0.0173
H 4.48598 -1.54445 0.39635  0.0697
H -0.46458 -3.17977 2.99900  -0.0001
H 5.32528 -0.34031 0.76715  0.0743
H 0.96706 3.31200 1.35150  0.0076
H 2.60663 -1.33667 1.68507  0.0044
H 0.23301 -1.13838 3.68043  0.0169
H -2.99514 1.08251 0.76693  0.0425
H 2.08060 -3.34856 5.05731  0.0436
H -2.74578 5.54808 0.47208  0.0196
H -0.61260 -5.05089 -3.02275  0.0735
H 4.27182 2.76136 1.03626  -0.0130
H -0.22474 0.38572 -6.38443  0.0670
H -6.20218 0.34479 -2.73027  0.0538
H 5.48058 -0.11220 -2.84813  0.0815
H 5.49838 1.22967 -2.14742  0.0880
H 2.56812 3.71177 -4.00754  0.0059
H -5.83541 -1.62029 0.24712  0.0831
H 0.70145 3.30735 -0.74664  0.0278
H 0.21163 -1.18452 -0.09636  0.0460
H 1.62217 1.00195 -5.08269  0.0707
H 2.54090 3.69472 -2.49398  -0.0322
H -4.39637 0.53818 0.58767  0.0048
H -2.05653 -4.60864 -3.12930  0.0802
H -2.16154 -1.59188 4.77547  0.0003
H -3.59534 2.75293 3.06109  -0.0098
H -0.81606 0.06924 0.43103  0.0714
H -0.61060 2.58496 -0.52627  0.0302
H 2.27433 -4.21617 -2.14545  0.0550
H 3.37661 1.57226 -1.58159  0.0130
H 2.40590 0.52764 -3.87742  0.0456
H 2.67941 -4.88258 -0.84788  0.0709
H 0.91512 -4.13054 0.09280  -0.0182
H 0.45879 -2.96958 0.95060  0.0087
H -2.12212 4.61955 -2.57444  -0.0382
H -1.83585 1.52580 4.21343  0.0109
H 3.45770 0.62853 1.54187  -0.0115
H -0.93560 4.98727 -1.70907  -0.0049



Density functional theory data (the ωB97M-V functional and the def2-TZVPD basis) for 2 unconnected molecules or ions with the total composition CH7ISi2.

Output
Spin multiplicity: 1
Calculated total energy in eV: -25003.9221
Net charge: 0
Relative energy (zero: lowest compared OMol25 entry of this formula, charge and spin) in kcal/mol: 50.7
Gap between HOMO and LUMO (alpha / beta) in eV: 6.308 / 5.191
LUMO energy (alpha / beta) in eV: -1.86 / -2.47

Last column: Löwdin charge in e.
Geometry (Å):
I -5.43908 0.10333 -0.00577  -0.4168
Si 1.18658 0.77431 0.21362  0.5931
Si -1.59459 -0.79971 0.30307  0.7631
C -0.41608 0.24565 -0.71550  -0.5695
H -2.02905 -0.34429 1.60408  -0.0952
H -0.13476 -0.30596 -1.61429  0.0194
H 1.90534 -0.45111 0.57180  -0.0803
H 1.98848 1.62032 -0.67011  -0.0784
H -1.87480 -2.16798 -0.09475  -0.0833
H -0.92574 1.14671 -1.05606  0.0237
H 0.79281 1.49786 1.42181  -0.0758



Q: calculated total energy of number 9 (CH71O35Pd)?
A: -77326.4668 eV